{
  "formula": "C25H30NO2",
  "method": "ωB97M-V/def2-TZVPD",
  "species": ["C", "C", "N", "C", "C", "C", "C", "C", "C", "C", "C", "O", "H", "H", "H", "H", "H", "H", "H", "H", "H", "H", "H", "H", "H", "H", "H", "C", "O", "C", "C", "C", "C", "C", "C", "C", "C", "C", "C", "C", "C", "C", "C", "H", "H", "H", "H", "H", "H", "H", "H", "H", "H", "H", "H", "H", "H", "H"],
  "coordinates": [[-3.7272, -2.6157, -3.2083], [-2.7647, -2.8517, -2.0807], [-1.6245, -2.0558, -2.1850], [-0.5222, -2.0720, -1.3015], [0.2306, -3.3066, -1.1038], [1.2612, -3.3721, -0.2087], [2.2094, -4.5194, -0.0732], [2.1278, -5.5364, -1.2298], [0.6878, -5.7817, -1.6785], [-0.1139, -4.5026, -1.9561], [-0.0944, -0.8669, -0.7981], [-2.9487, -3.6758, -1.1922], [-3.2021, -2.2093, -4.0760], [-4.1946, -3.5657, -3.4795], [-4.5071, -1.9160, -2.8893], [-1.8379, -1.1616, -2.6057], [1.4235, -2.5375, 0.4727], [3.2472, -4.1572, -0.0113], [2.0319, -5.0482, 0.8779], [2.7152, -5.1565, -2.0769], [2.5738, -6.4931, -0.9312], [0.6812, -6.4079, -2.5773], [0.1554, -6.3408, -0.8977], [-1.1647, -4.7553, -1.7812], [-0.0303, -4.2467, -3.0265], [0.9191, -0.8034, -0.4142], [-0.7066, 0.0173, -0.9544], [3.8215, 7.1834, -0.0731], [4.2343, 5.8243, 0.1784], [3.2898, 4.8656, 0.3336], [3.7799, 3.5496, 0.5342], [2.8993, 2.5114, 0.6740], [1.4876, 2.7292, 0.6783], [0.6839, 1.5977, 0.9570], [-0.5643, 1.6087, 1.6078], [-1.1383, 0.3408, 1.9293], [-2.3981, 0.2508, 2.4707], [-3.1596, 1.4057, 2.6950], [-4.5850, 1.2761, 3.1144], [-2.5690, 2.6640, 2.5189], [-1.2751, 2.7811, 2.0333], [1.0094, 4.0465, 0.4128], [1.8869, 5.1070, 0.2904], [4.7574, 7.6627, -0.3603], [3.0829, 7.2451, -0.8854], [3.4149, 7.6404, 0.8394], [4.8582, 3.4192, 0.5814], [3.2802, 1.4969, 0.8013], [1.1711, 0.6353, 0.8307], [-0.5743, -0.5671, 1.6940], [-2.8443, -0.7207, 2.6978], [-5.0924, 2.2443, 3.0737], [-5.1074, 0.5680, 2.4577], [-4.6723, 0.8887, 4.1373], [-3.1474, 3.5583, 2.7526], [-0.8118, 3.7653, 1.9739], [-0.0570, 4.2305, 0.2764], [1.5142, 6.1300, 0.1607]],
  "e_above_lowest_kcal_mol": 43.0,
  "e_tot_ev": -31989.04663,
  "charge": 1,
  "homo_lumo_gap_ev": 5.1,
  "fmax_ev_per_a": 2.3,
  "e_lumo_ev": -5.26
}

{
  "formula": "C4H9FN3",
  "method": "ωB97M-V/def2-TZVPD",
  "species": ["C", "C", "C", "C", "N", "N", "N", "F", "H", "H", "H", "H", "H", "H", "H", "H", "H"],
  "coordinates": [[-0.0918, -0.7180, 0.1096], [-1.8317, 0.9490, 0.5533], [-2.3653, -1.1344, -0.6031], [3.1377, 1.1109, 0.0366], [-1.3556, -0.1538, 0.0475], [1.7195, 0.8633, -0.2212], [1.1878, -0.1849, 0.1393], [-3.1490, 1.0680, 0.4413], [-0.0814, -1.7577, -0.0548], [-1.2101, 1.6148, 1.1092], [-3.4438, -0.9029, -0.8749], [-2.1247, -1.4193, -1.6055], [-2.4448, -1.9688, -0.0104], [3.0855, 1.5222, 1.0961], [3.7870, 0.1872, 0.0325], [3.4658, 1.8677, -0.7403], [1.7149, -0.9434, 0.5448]],
  "e_above_lowest_kcal_mol": 16.5,
  "e_tot_ev": -11468.82520,
  "charge": 1,
  "homo_lumo_gap_ev": [6.6, 8.5],
  "fmax_ev_per_a": 6.9,
  "e_lumo_ev": [-4.14, -6.05],
  "s2": 2.0185,
  "multiplicity": 3
}

{
  "formula": "C3H8O2",
  "method": "ωB97M-V/def2-TZVPD",
  "species": ["C", "C", "O", "C", "O", "H", "H", "H", "H", "H", "H", "H", "H"],
  "coordinates": [[-1.5580, 0.3580, 0.1951], [-0.3362, -0.5562, -0.0808], [-0.1906, -0.7132, -1.4752], [0.9634, 0.0296, 0.5368], [2.0714, -0.1839, -0.3338], [-1.4500, 1.3966, -0.1607], [-1.8089, 0.4395, 1.2602], [-2.4364, -0.0273, -0.3303], [-0.4822, -1.5619, 0.3531], [0.7468, -0.5486, -1.6691], [0.8061, 1.1009, 0.6773], [1.2039, -0.4109, 1.5143], [2.4709, 0.6775, -0.4870]],
  "e_above_lowest_kcal_mol": 20.5,
  "e_tot_ev": -7335.16200,
  "homo_lumo_gap_ev": 10.8,
  "smiles": "C[C@@H](O)CO",
  "fmax_ev_per_a": 0.6,
  "e_lumo_ev": 0.76
}

{
  "formula": "C6H11NO2",
  "method": "ωB97M-V/def2-TZVPD",
  "species": ["C", "C", "C", "C", "C", "O", "N", "C", "O", "H", "H", "H", "H", "H", "H", "H", "H", "H", "H", "H"],
  "coordinates": [[0.8120, -0.3298, -0.6845], [-0.0175, 0.1061, -1.8169], [-1.7491, 0.2178, 1.9220], [0.7060, -1.7093, -0.1495], [1.9849, 0.4655, -0.2482], [-1.0678, 0.2113, 0.6689], [-0.4631, 1.3586, -1.2338], [-1.2430, 1.3655, -0.1577], [-1.9950, 2.2457, 0.2131], [0.5997, 0.3314, -2.6927], [-0.7985, -0.6159, -2.0748], [-1.5372, -0.7432, 2.3946], [-1.3966, 1.0382, 2.5501], [-2.8242, 0.3346, 1.7715], [0.9802, -1.7690, 0.9042], [-0.2805, -2.1358, -0.3058], [1.4285, -2.3173, -0.7134], [1.8626, 0.7372, 0.8038], [2.8847, -0.1567, -0.3082], [2.1140, 1.3650, -0.8427]],
  "e_above_lowest_kcal_mol": 84.0,
  "e_tot_ev": -11982.62515,
  "homo_lumo_gap_ev": [7.5, 7.5],
  "fmax_ev_per_a": 1.2,
  "e_lumo_ev": [-0.81, -0.81]
}

{
  "formula": "C3H8N2O2",
  "method": "ωB97M-V/def2-TZVPD",
  "species": ["C", "C", "O", "N", "N", "C", "O", "H", "H", "H", "H", "H", "H", "H", "H"],
  "coordinates": [[1.8594, -0.9170, 0.3162], [1.0523, 0.3403, 0.0767], [1.5517, 1.4414, -0.0534], [-0.2770, 0.1636, -0.1337], [-0.9476, -1.0716, -0.1040], [-1.1434, 1.3738, -0.4009], [-2.1825, 1.4319, 0.5065], [1.8427, -1.5559, -0.5656], [2.8849, -0.6340, 0.5370], [1.4779, -1.4779, 1.1684], [-0.6468, -1.6699, -0.8710], [-0.7734, -1.5596, 0.7715], [-0.5455, 2.2782, -0.2909], [-1.5021, 1.2705, -1.4358], [-2.6503, 0.5862, 0.4791]],
  "e_above_lowest_kcal_mol": 40.5,
  "e_tot_ev": -10315.19566,
  "homo_lumo_gap_ev": 10.2,
  "smiles": "CC(=O)N(N)CO",
  "fmax_ev_per_a": 1.4,
  "e_lumo_ev": 0.61
}

{
  "formula": "C9H11NO",
  "method": "ωB97M-V/def2-TZVPD",
  "species": ["O", "N", "C", "C", "C", "C", "C", "C", "C", "H", "H", "H", "H", "H", "H", "H", "C", "C", "H", "H", "H", "H"],
  "coordinates": [[-1.7876, 0.4119, 1.7096], [-0.9602, -0.0406, 0.6926], [-0.3066, 0.8215, -0.0093], [-0.4367, 2.2556, 0.1638], [0.2778, 3.2571, -0.3834], [1.3940, 3.1928, -1.2775], [1.9247, 2.1084, -1.8828], [1.4855, 0.7497, -1.8007], [0.5305, 0.2095, -1.0217], [-2.0756, -0.4219, 2.1228], [-1.2368, 2.5192, 0.8451], [-0.0041, 4.2645, -0.1003], [1.8530, 4.1492, -1.4952], [2.7736, 2.2708, -2.5352], [2.0128, 0.0689, -2.4586], [0.3559, -0.8529, -1.1128], [-1.2891, -2.6025, 1.9798], [-0.5716, -2.3580, 0.8933], [-2.3287, -2.8863, 1.9304], [-0.8760, -2.5039, 2.9713], [-0.9846, -2.4906, -0.0912], [0.4748, -2.1160, 0.9571]],
  "e_above_lowest_kcal_mol": 100.2,
  "e_tot_ev": -13044.72899,
  "homo_lumo_gap_ev": 7.7,
  "smiles": "ON=c1cccccc1.C=C",
  "fmax_ev_per_a": 1.0,
  "e_lumo_ev": -0.15
}

{
  "formula": "C2H2IN3O",
  "method": "ωB97M-V/def2-TZVPD",
  "species": ["N", "C", "N", "O", "N", "C", "I", "H", "H"],
  "coordinates": [[1.2351, -0.7256, -0.2031], [0.1810, -0.1582, 0.3543], [-0.3304, -0.3954, 1.5480], [-1.4884, 0.4195, 1.5409], [-1.6586, 1.0420, 0.3997], [-0.6750, 0.7320, -0.3613], [-0.2089, 1.2540, -2.3051], [1.4202, -0.5610, -1.2554], [1.5250, -1.6072, 0.2820]],
  "e_above_lowest_kcal_mol": 17.9,
  "e_tot_ev": -16721.97759,
  "homo_lumo_gap_ev": 9.5,
  "smiles": "Nc1nonc1I",
  "fmax_ev_per_a": 3.4,
  "e_lumo_ev": 0.09
}

{
  "formula": "C2H2FI3O",
  "method": "ωB97M-V/def2-TZVPD",
  "species": ["C", "C", "O", "F", "I", "I", "I", "H", "H"],
  "coordinates": [[0.5777, -0.8551, -0.6602], [0.6393, 0.5675, -0.2080], [-0.1421, 1.4370, -0.4297], [-1.8627, 0.7451, 1.3825], [0.1696, -2.0565, 1.1477], [-1.0540, -0.9993, -2.0652], [2.3181, 1.0677, 1.0353], [1.5495, -1.3485, -1.1084], [-2.1953, 1.4420, 0.9060]],
  "e_above_lowest_kcal_mol": 8.7,
  "e_tot_ev": -31172.58799,
  "homo_lumo_gap_ev": 8.5,
  "fmax_ev_per_a": 2.7,
  "e_lumo_ev": -0.87
}

{
  "formula": "C6H10O",
  "method": "ωB97M-V/def2-TZVPD",
  "species": ["C", "C", "C", "C", "O", "C", "C", "H", "H", "H", "H", "H", "H", "H", "H", "H", "H"],
  "coordinates": [[1.3537, 0.7311, -1.5451], [0.6695, 0.8643, -0.2332], [-0.8374, 0.8716, -0.1642], [-0.8901, -0.3902, 0.7115], [-2.0740, -0.8767, 1.2563], [0.4074, -0.3110, 1.4484], [-0.0151, -1.2680, -0.0816], [1.4497, 1.7739, -1.8844], [2.3724, 0.3427, -1.4562], [0.8181, 0.1831, -2.3435], [-1.3901, 0.7108, -1.1067], [-1.2196, 1.7649, 0.3465], [-2.3263, -0.2912, 1.9830], [0.6871, -1.2181, 1.9909], [0.7762, 0.5740, 1.9494], [0.2190, -2.2598, 0.2970], [-0.0004, -1.2013, -1.1681]],
  "e_above_lowest_kcal_mol": 148.0,
  "e_tot_ev": -8424.82292,
  "homo_lumo_gap_ev": 8.1,
  "fmax_ev_per_a": 0.5,
  "e_lumo_ev": 0.79
}

{
  "formula": "C8H20O2",
  "method": "ωB97M-V/def2-TZVPD",
  "species": ["C", "C", "C", "C", "C", "C", "H", "H", "H", "H", "H", "H", "H", "H", "H", "H", "H", "H", "H", "H", "C", "C", "O", "O", "H", "H", "H", "H", "H", "H"],
  "coordinates": [[1.3389, -0.2552, 0.1247], [0.1894, -0.5201, -0.8616], [1.3021, -1.3393, 1.2113], [2.6775, -0.3620, -0.6310], [1.2484, 1.1259, 0.7835], [-0.0278, 0.4757, -1.9872], [0.3810, -1.4930, -1.3109], [-0.8818, -0.2397, -0.1120], [0.3737, -1.2875, 1.7766], [2.1333, -1.2106, 1.9053], [1.3830, -2.3331, 0.7691], [2.7757, -1.3277, -1.1277], [3.5074, -0.2482, 0.0672], [2.7791, 0.4266, -1.3761], [0.3371, 1.2254, 1.3687], [2.0882, 1.2630, 1.4653], [1.2878, 1.9252, 0.0443], [-0.1870, 1.4839, -1.6128], [-0.8962, 0.1849, -2.5768], [0.8312, 0.4933, -2.6604], [-2.1874, 0.1531, 0.6748], [-2.5313, 1.5516, 0.1982], [-1.7825, 0.2108, 2.0042], [-2.9234, -0.8089, 0.3460], [-2.0404, -1.9669, -0.4260], [-2.0021, -0.6345, 2.4206], [-1.2973, -2.1625, -0.7547], [-1.7299, 2.2431, 0.4494], [-2.7096, 1.5382, -0.8738], [-3.4371, 1.8888, 0.7019]],
  "e_above_lowest_kcal_mol": 74.7,
  "e_tot_ev": -12712.74592,
  "homo_lumo_gap_ev": 10.4,
  "fmax_ev_per_a": 5.2,
  "e_lumo_ev": 0.16
}